1.
Formula: C21H15Cl5N2O4SSiTi
Source: the OMol25 dataset
Level of theory: ωB97M-V/def2-TZVPD

Geometry (Å):
Ti: 0.455 0.605 -0.546
O: 6.211 4.085 1.453
C: 6.252 2.878 1.157
O: 7.233 2.123 1.000
C: 4.892 2.262 0.726
C: 4.819 0.948 0.280
C: 3.601 0.417 -0.100
N: 2.467 1.118 -0.057
C: 2.524 2.388 0.377
C: 3.705 2.990 0.769
C: 1.194 3.140 0.390
O: 1.139 4.290 0.771
O: 0.178 2.441 -0.041
H: 5.728 0.364 0.241
H: 3.514 -0.605 -0.453
H: 3.709 4.016 1.107
C: -5.020 -2.223 2.861
Si: -3.203 -1.715 2.709
C: -2.895 -0.433 4.048
C: -2.189 -3.257 3.075
C: -2.929 -1.051 0.990
C: -3.986 -1.024 0.034
C: -3.728 -0.529 -1.244
C: -2.481 -0.046 -1.560
N: -1.456 -0.025 -0.655
C: -1.699 -0.567 0.595
S: -0.211 -0.578 1.559
H: -5.212 -2.615 3.863
H: -5.281 -3.002 2.141
H: -5.687 -1.375 2.697
H: -3.100 -0.848 5.039
H: -3.541 0.435 3.898
H: -1.862 -0.090 4.016
H: -2.412 -3.637 4.076
H: -1.124 -3.036 3.011
H: -2.416 -4.044 2.352
H: -4.970 -1.396 0.285
H: -4.504 -0.514 -2.001
H: -2.248 0.362 -2.537
Cl: 1.106 -2.103 -1.572
C: 1.194 -0.982 -2.932
C: 0.897 0.336 -2.638
C: 0.972 1.198 -3.719
Cl: 0.624 2.883 -3.439
C: 1.308 0.784 -5.006
Cl: 1.372 1.906 -6.322
C: 1.597 -0.561 -5.244
Cl: 2.021 -1.105 -6.827
C: 1.543 -1.468 -4.185
Cl: 1.899 -3.139 -4.441

Values from the calculation:
* E_LUMO (spin up / spin down): 3.77 / 3.77 eV
* HOMO energy (spin up / spin down): -0.18 / -2.93 eV
* 2S+1: 3
* net charge: -2

2.
Formula: C41H37F5HfOP2
Source: the OMol25 dataset
Level of theory: ωB97M-V/def2-TZVPD

Geometry (Å):
Hf: 1.312 -1.043 -0.263
C: -2.904 0.669 4.382
C: -3.492 0.347 3.222
C: -3.786 1.227 2.053
C: -3.070 2.595 2.037
C: -1.574 2.496 2.094
C: -0.811 2.474 3.193
C: -1.285 2.596 4.603
C: -2.698 2.051 4.926
C: 3.470 -1.012 -0.012
H: -2.537 -0.131 5.031
H: -3.862 -0.676 3.096
H: -4.870 1.397 2.013
H: -3.545 0.690 1.121
H: -3.310 3.051 1.062
H: -3.487 3.256 2.809
H: -1.070 2.571 1.126
H: 0.278 2.501 3.071
H: -1.237 3.651 4.921
H: -0.578 2.062 5.253
H: -2.770 2.003 6.028
H: -3.479 2.751 4.598
H: 3.791 -1.734 0.757
H: 3.816 -0.029 0.358
H: 4.060 -1.238 -0.913
P: -0.462 -1.693 -1.884
P: 1.429 0.789 -1.863
C: -1.098 -0.089 -2.455
C: -0.278 0.990 -2.470
C: -0.597 -2.754 -3.351
C: -1.543 -2.521 -4.361
C: -1.594 -3.363 -5.474
C: -0.715 -4.445 -5.583
C: 0.218 -4.685 -4.567
C: 0.275 -3.855 -3.449
C: -1.738 -2.229 -0.667
C: -1.748 -1.480 0.526
C: -2.039 -2.130 1.723
C: -2.436 -3.466 1.709
C: -2.653 -4.125 0.496
C: -2.286 -3.522 -0.702
C: 2.348 0.738 -3.468
C: 2.071 -0.304 -4.375
C: 2.385 -0.150 -5.725
C: 3.036 1.007 -6.170
C: 3.422 1.981 -5.247
C: 3.092 1.845 -3.898
C: 1.885 2.402 -1.138
C: 3.225 2.580 -0.761
C: 3.626 3.800 -0.223
C: 2.699 4.838 -0.086
C: 1.361 4.645 -0.442
C: 0.935 3.410 -0.932
H: -2.153 -0.091 -2.740
H: -0.518 1.983 -2.857
H: -2.245 -1.693 -4.266
H: -2.333 -3.180 -6.253
H: -0.770 -5.110 -6.445
H: 0.896 -5.536 -4.641
H: 0.966 -4.063 -2.629
H: -1.523 -0.402 0.529
H: -1.995 -1.551 2.650
H: -2.589 -3.988 2.654
H: -3.066 -5.134 0.497
H: -2.369 -4.036 -1.659
H: 1.561 -1.210 -4.031
H: 2.111 -0.925 -6.440
H: 3.240 1.147 -7.231
H: 3.967 2.865 -5.574
H: 3.389 2.620 -3.192
H: 3.946 1.770 -0.908
H: 4.664 3.936 0.075
H: 3.023 5.799 0.308
H: 0.642 5.456 -0.333
H: -0.115 3.227 -1.168
F: 0.700 -0.545 6.985
C: 0.856 -0.809 5.673
C: 1.521 0.120 4.869
F: 2.026 1.250 5.417
C: 1.650 -0.120 3.520
F: 2.260 0.797 2.708
C: 1.090 -1.276 2.951
O: 1.009 -1.365 1.638
C: 0.581 -2.278 3.799
F: 0.266 -3.496 3.289
C: 0.385 -2.009 5.139
F: -0.259 -2.892 5.937

Values from the calculation:
* E_LUMO: -7.91 eV
* HOMO energy: -13.03 eV
* net charge: +2

3.
Formula: C4H12NO3
Source: the OMol25 dataset
Level of theory: ωB97M-V/def2-TZVPD

Geometry (Å):
O: -1.792 0.222 0.975
C: -1.178 1.137 0.204
C: -0.961 0.575 -1.265
N: -0.166 -0.851 -0.906
C: 1.320 -0.799 -1.420
C: 2.310 0.052 -0.678
O: -0.756 2.156 0.645
H: -1.664 0.547 1.919
H: -0.239 1.303 -1.794
H: -1.751 0.442 -2.109
H: -0.614 -1.737 -1.011
H: 0.079 -0.893 0.112
H: 1.832 -1.789 -1.451
H: 1.352 -0.456 -2.526
H: 3.227 -0.246 -1.129
H: 2.128 1.104 -1.015
H: 2.442 0.062 0.340
H: 0.953 -2.452 2.555
H: 0.124 -1.135 2.638
O: 0.591 -1.701 1.976

Values from the calculation:
* E_LUMO: -3.23 eV
* HOMO energy: -15.21 eV
* net charge: +1

4.
Formula: C6H11N
Source: the OMol25 dataset
Level of theory: ωB97M-V/def2-TZVPD

Geometry (Å):
C: 2.611 -0.704 1.216
C: 1.990 -0.147 0.147
C: 0.574 0.247 0.309
N: 0.085 0.416 1.616
C: -0.280 0.105 -0.741
C: -1.732 0.433 -0.742
C: -2.644 -0.375 -1.699
H: 3.531 -1.232 1.010
H: 2.293 -0.544 2.246
H: 2.406 0.001 -0.837
H: -0.818 0.890 1.711
H: 0.724 1.044 2.098
H: 0.102 -0.227 -1.704
H: -2.226 0.263 0.283
H: -1.909 1.535 -0.911
H: -3.627 -0.650 -1.306
H: -2.825 0.076 -2.699
H: -2.114 -1.314 -1.910

Values from the calculation:
* E_LUMO: 1.01 eV
* HOMO energy: -7.91 eV
* net charge: 0

5.
Formula: C2H6N5PS
Source: the OMol25 dataset
Level of theory: ωB97M-V/def2-TZVPD

Geometry (Å):
N: 1.346 0.521 -1.413
P: 1.186 -0.122 0.113
N: 1.344 1.109 1.228
S: 2.125 -1.771 0.208
N: -0.567 -0.129 0.078
C: -1.271 -1.381 -0.523
N: -2.447 -1.237 -0.183
C: -2.610 -0.047 0.479
N: -1.491 0.603 0.685
H: 1.919 -0.060 -2.042
H: 1.745 1.436 -1.579
H: 1.727 0.927 2.159
H: 1.316 2.107 0.966
H: -0.767 -2.207 -1.018
H: -3.554 0.252 0.843

Values from the calculation:
* E_LUMO: 0.61 eV
* HOMO energy: -8.97 eV
* net charge: 0

6.
Formula: C2H4ClI
Source: the OMol25 dataset
Level of theory: ωB97M-V/def2-TZVPD

Geometry (Å):
Cl: -0.386 -1.394 -1.614
C: 0.408 -0.084 -0.642
C: -0.207 0.035 0.769
I: -1.851 1.526 0.844
H: 0.344 0.805 -1.258
H: 1.488 -0.195 -0.467
H: -0.512 -1.014 1.019
H: 0.714 0.320 1.348

Values from the calculation:
* E_LUMO: 0.15 eV
* HOMO energy: -9.75 eV
* net charge: 0

7.
Formula: C2H7NOS
Source: the OMol25 dataset
Level of theory: ωB97M-V/def2-TZVPD

Geometry (Å):
C: -1.036 1.693 1.169
S: -2.226 1.234 -0.025
H: -0.159 1.949 0.525
H: -1.253 2.555 1.788
H: -0.601 0.844 1.699
H: -1.728 -0.012 -0.232
C: 2.196 -1.206 -0.449
N: 2.060 -2.534 -0.364
O: 1.272 -0.408 -0.438
H: 3.229 -0.860 -0.584
H: 2.823 -3.188 -0.279
H: 1.183 -2.959 -0.128

Values from the calculation:
* E_LUMO (spin up / spin down): -3.90 / -8.80 eV
* HOMO energy (spin up / spin down): -13.59 / -13.58 eV
* 2S+1: 2
* net charge: +1

8.
Formula: F2H3N2OP
Source: the OMol25 dataset
Level of theory: ωB97M-V/def2-TZVPD

Geometry (Å):
O: 0.773 -0.397 -0.629
N: -0.221 0.525 -0.239
N: -0.338 0.628 1.105
P: 0.861 1.277 2.050
F: 1.881 -0.003 2.097
F: 0.185 1.087 3.469
H: 0.439 -1.208 -1.004
H: 0.324 1.492 -0.490
H: -1.157 0.003 1.336

Values from the calculation:
* E_LUMO: 0.90 eV
* HOMO energy: -10.01 eV
* net charge: 0

One value per record, in order, for calculated total energy: -137637.4634; -78617.8014; -11967.3375; -7888.8917; -29746.4212; -22761.4784; -16551.5033; -19799.3844 eV.
One value per record, in order, for ΔE to the lowest compared entry with this formula, charge and spin: 12.3; 0.0; 217.9; 158.2; 0.0; 24.2; 0.0; 299.8 kJ/mol.